# 1
Computed, not measured: C30H32BrGeN2OS3SeZn as an isolated structure, with the ωB97M-V functional and the def2-TZVPD basis.

Each line ends with the Löwdin charge.
Cartesian coordinates (Å):
Br  3.97808  -1.25708  -6.13468  0.79
Se  -2.22708  -0.57586  -1.24154  1.01
Ge  -3.29614  -3.56966  0.06789  0.76
Zn  -0.10186  -0.60120  0.00944  0.58
S  -0.67029  4.97327  0.85508  1.09
S  2.03064  2.71858  2.10637  1.09
S  1.69624  4.00159  -2.20060  1.07
O  -0.20014  1.24742  -0.34818  -0.33
N  1.82711  -1.15586  -0.47464  0.05
N  0.65319  -0.84221  1.94280  0.06
C  -3.28175  -2.20783  -1.37948  -0.56
C  -1.66061  4.96075  2.24620  -0.40
C  2.10802  -0.62274  -4.09827  -0.10
C  3.66961  2.25467  1.98030  -0.41
C  1.62144  -0.62678  -2.80305  -0.01
C  4.04233  -1.87321  -3.36713  -0.10
C  2.78798  -0.86321  3.01123  0.01
C  -0.53032  4.17134  -3.42577  -0.17
C  1.99214  -0.90982  1.88237  -0.24
C  -5.14824  -4.09574  0.34581  -0.21
C  -0.54891  3.26256  0.84580  -0.52
C  2.58416  -1.04562  0.54191  -0.05
C  -2.19805  -5.04881  -0.56834  -0.21
C  -3.27997  0.37608  0.08041  -0.32
C  0.79540  -0.69376  4.31331  -0.01
C  0.32998  2.50349  -0.14463  -0.59
C  0.33061  3.26091  -1.46812  -0.49
C  0.06875  -0.74067  3.13216  -0.09
C  3.55989  -1.86460  -2.06984  -0.01
C  3.31672  -1.24765  -4.37210  -0.68
C  2.17521  -0.75232  4.25142  -0.01
C  2.87213  1.93592  -0.16492  -0.18
C  -1.25479  2.72089  1.87960  -0.17
C  1.73364  2.37977  0.44449  -0.45
C  0.77652  4.53875  -3.53329  -0.40
C  -1.89919  3.69519  2.68659  -0.17
C  3.98654  1.86674  0.71254  -0.18
C  2.35265  -1.23499  -1.78887  -0.26
C  -0.78192  3.44250  -2.23767  -0.13
C  -2.52700  -2.89324  1.73371  -0.22
H  -1.01134  -0.68666  3.13813  0.11
H  -4.24954  0.58882  -0.36359  0.04
H  -3.39644  -0.22438  0.97843  0.02
H  -1.28321  4.41847  -4.15723  0.10
H  1.24671  5.10461  -4.31866  0.07
H  -5.21652  -4.94290  1.02673  0.03
H  0.27732  -0.60828  5.25704  0.12
H  0.70349  -0.09926  -2.56762  0.09
H  2.76905  -0.71028  5.15359  0.13
H  -2.90590  -2.69120  -2.28367  0.02
H  -1.19110  -4.70782  -0.81213  0.02
H  -3.18476  -2.18161  2.23251  0.02
H  -2.11987  -5.83061  0.18565  0.03
H  -4.29424  -1.87012  -1.60358  0.02
H  -1.55485  -2.43149  1.56212  -0.03
H  -2.37074  -3.73544  2.40842  0.03
H  4.97222  -2.37145  -3.60020  0.11
H  4.97808  1.56964  0.40493  0.11
H  -5.72410  -3.27066  0.76442  0.02
H  3.86332  -0.90232  2.91329  0.13
H  2.92146  1.66412  -1.20838  0.10
H  3.66846  -1.00654  0.46158  0.14
H  -5.60185  -4.38434  -0.60188  0.03
H  -1.75650  3.07359  -1.94994  0.12
H  4.11213  -2.37834  -1.29429  0.12
H  -2.63519  -5.48410  -1.46621  0.03
H  1.55767  -0.13123  -4.88744  0.11
H  4.32519  2.33707  2.83099  0.07
H  -2.02937  5.88580  2.65458  0.07
H  -1.29958  1.65550  2.05474  0.09
H  -2.74054  1.29601  0.29453  0.01
H  -2.51217  3.46780  3.54485  0.10

Cartesian forces, eV/Å:
Br 0.01 0.00 -0.01
Se 0.06 -0.22 -0.01
Ge 0.02 -0.02 0.02
Zn 0.11 0.56 0.06
S 0.00 -0.01 -0.03
S 0.04 -0.04 -0.03
S -0.01 0.03 0.05
O -0.50 -0.33 -0.23
N -0.02 -0.13 0.13
N -0.03 -0.17 0.02
C 0.04 -0.01 0.01
C 0.02 -0.02 0.01
C 0.06 -0.03 -0.01
C 0.00 0.05 -0.04
C 0.03 0.06 0.00
C -0.03 0.01 -0.03
C -0.06 0.02 -0.03
C 0.07 0.02 0.01
C 0.08 -0.08 0.06
C 0.00 0.01 -0.04
C -0.01 0.02 0.04
C 0.01 0.04 -0.10
C 0.00 0.03 -0.03
C -0.05 -0.02 -0.02
C -0.02 0.00 -0.02
C 0.23 0.12 0.18
C 0.01 -0.06 -0.10
C 0.03 0.12 -0.02
C -0.03 -0.02 -0.04
C -0.02 0.00 0.03
C -0.01 0.00 -0.01
C -0.01 -0.06 0.00
C 0.03 -0.01 0.00
C 0.04 0.06 0.08
C -0.01 0.01 0.02
C 0.00 0.05 0.00
C 0.00 0.03 0.08
C 0.01 0.08 -0.05
C -0.01 -0.05 0.02
C -0.02 0.02 0.01
H -0.03 -0.01 0.01
H 0.01 0.01 0.01
H 0.00 -0.01 0.00
H -0.04 0.02 -0.05
H 0.02 0.03 -0.05
H 0.02 -0.01 0.02
H -0.01 0.00 0.01
H -0.02 0.00 0.01
H 0.01 0.00 0.02
H -0.02 0.02 0.00
H 0.03 0.00 0.00
H 0.00 0.02 0.00
H -0.01 -0.01 0.03
H 0.00 0.01 0.01
H 0.04 0.02 -0.01
H -0.01 -0.01 0.02
H 0.01 0.00 -0.01
H 0.07 0.00 -0.01
H -0.01 0.01 0.00
H 0.02 -0.01 0.00
H -0.04 0.00 -0.08
H -0.04 -0.07 -0.01
H -0.03 -0.02 -0.01
H 0.00 -0.03 0.02
H 0.00 -0.02 0.03
H 0.00 -0.02 -0.02
H -0.01 0.01 -0.01
H 0.04 -0.01 0.04
H -0.03 0.05 0.03
H 0.02 -0.01 0.01
H -0.02 -0.03 -0.04
H -0.04 0.00 0.04

Results
multiplicity: 1
ΔE to the lowest compared entry with this formula, charge and spin: 25.8 kJ/mol
HOMO level: -10.449 eV
HOMO-LUMO gap: 6.5 eV
net charge: +1
lowest unoccupied orbital energy: -0.1450 hartree
E: -11373.20548 Ha

---

# 2
Computed, not measured: C59H52ClGeN4O9PTl as an isolated structure at a distorted geometry, with the ωB97M-V functional and the def2-TZVPD basis.

Each line ends with the Löwdin charge.
Cartesian coordinates (Å):
Tl  -0.17531  0.15329  -0.41996  0.87
Ge  -1.66857  3.01919  -0.00380  0.97
Cl  -1.74140  2.77696  6.23364  0.80
P  2.57300  -1.48234  1.57479  1.17
O  4.02207  3.54323  -1.23582  0.02
O  2.09407  1.42499  -0.60667  -0.21
O  -4.17394  -0.96601  5.40853  0.09
O  2.04187  2.09238  -5.30208  0.04
O  -2.07637  -1.21208  1.46780  -0.10
O  4.32284  3.56061  -4.18611  0.05
O  -3.23093  -1.94653  3.22332  -0.02
O  -3.96545  0.93224  6.51732  0.02
O  0.61338  0.82812  -3.02651  -0.10
N  0.13968  -2.11962  -2.29085  0.12
N  -0.91269  0.71373  3.07595  0.16
N  -2.26383  -0.80493  -2.19673  0.11
N  -0.67944  1.68200  3.98809  -0.05
C  2.75858  4.05424  3.34163  -0.08
C  -0.86021  4.67586  -4.37694  -0.09
C  -3.59168  2.72779  0.43836  -0.25
C  -1.47438  3.79660  -1.79293  -0.35
C  -1.61383  1.63296  4.97340  -0.56
C  -5.39149  5.89762  -0.41839  -0.09
C  -2.15979  3.29526  -2.90100  -0.11
C  0.64521  -3.23090  0.68862  -0.14
C  5.49515  -1.97546  1.51854  -0.10
C  2.33027  1.91546  -1.75866  -0.34
C  -3.60937  0.19425  5.61937  -0.54
C  -4.40885  4.95075  -0.35275  -0.04
C  0.48534  2.50713  3.80492  -0.18
C  -1.18515  4.47346  1.25119  -0.22
C  4.25683  -1.35333  -0.58302  -0.10
C  4.32656  -1.17717  0.94152  -0.68
C  -3.42246  -0.19481  -2.12821  -0.12
C  -6.14193  2.23884  1.54913  -0.04
C  0.89910  -5.45658  -0.18729  -0.10
C  3.46150  2.98442  -3.54604  -0.31
C  2.15000  4.05251  4.58654  -0.10
C  1.02049  3.28174  4.82870  -0.06
C  -2.46491  0.57942  4.72229  -0.05
C  -1.67301  -3.77119  -5.07499  -0.04
C  3.36141  2.90720  -2.05493  -0.33
C  2.27579  -5.34315  -0.03563  -0.10
C  2.83018  -4.17972  0.48266  -0.11
C  -6.65047  5.66043  0.17775  -0.11
C  1.16652  -2.18380  3.81300  -0.11
C  -1.86372  3.73580  -4.17969  -0.08
C  -4.31281  -1.40859  -3.97234  -0.02
C  4.59378  0.31616  1.19182  -0.11
C  -2.85085  -3.11923  -5.03261  -0.04
C  -3.08918  -2.09538  -4.05451  -0.15
C  -0.62395  -3.45478  -4.14646  -0.15
C  1.29099  -2.74881  -2.33777  -0.11
C  1.57965  -3.76558  -3.26068  -0.03
C  3.43302  -3.19931  3.81838  -0.09
C  -2.08594  -1.75131  -3.13374  -0.13
C  -5.89485  3.47181  0.89316  -0.17
C  2.31792  2.19700  -4.11380  -0.32
C  2.63392  -1.95642  3.42200  -0.68
C  2.23987  3.25598  2.33090  -0.06
C  -1.96447  0.03921  3.49400  -0.14
C  2.02715  -3.09821  0.85532  -0.37
C  3.14687  -0.73701  4.19455  -0.10
C  1.62343  1.57898  -2.97288  -0.34
C  -0.81180  -2.44850  -3.18349  -0.13
C  -0.16767  5.18471  -3.28874  -0.08
C  1.11632  2.47948  2.56439  -0.05
C  0.08442  -4.39581  0.18014  -0.07
C  -4.48771  -0.45731  -3.00507  -0.04
C  -2.45452  -1.13125  2.64300  -0.61
C  -3.88979  1.54535  1.07273  -0.12
C  0.61316  -4.11949  -4.16166  -0.02
C  -4.61766  3.71669  0.32220  -0.16
C  -5.16538  1.29174  1.62978  -0.05
C  -6.89449  4.47368  0.80689  -0.06
C  -0.46801  4.74146  -2.00609  -0.11
H  5.37545  -3.05527  1.44159  0.06
H  -1.49442  -4.54756  -5.81084  0.11
H  -3.64006  -3.35220  -5.73920  0.11
H  0.58272  3.29505  5.81106  0.04
H  -0.59239  4.98083  -5.37975  0.10
H  -3.45437  5.11797  -0.83664  0.09
H  0.78272  -4.90521  -4.89008  0.11
H  3.26235  -4.03220  3.13521  0.07
H  -5.20835  6.83490  -0.93001  0.10
H  3.80691  0.93241  0.75230  0.05
H  -1.43198  4.16553  2.26896  0.01
H  0.46542  -6.36665  -0.58511  0.10
H  -7.42201  6.41994  0.12698  0.09
H  -1.76296  5.36319  0.99313  0.02
H  1.07867  -2.23979  4.90361  0.09
H  -3.12937  0.77694  1.15007  0.05
H  4.18436  -2.40253  -0.87816  0.06
H  0.53372  -1.36787  3.45897  0.06
H  2.03263  -2.44963  -1.60433  0.08
H  -0.99143  -4.45578  0.06633  0.11
H  3.90471  -4.11879  0.57769  0.08
H  -3.53495  0.54429  -1.34254  0.09
H  0.10227  5.12258  -1.16503  0.10
H  4.21467  -0.57775  4.03363  0.06
H  3.11204  -3.52319  4.81531  0.08
H  -7.11904  2.06710  1.98779  0.11
H  0.77655  -3.11459  3.39718  0.08
H  2.61939  0.17211  3.89715  0.07
H  4.50238  -3.00275  3.86872  0.06
H  -0.11914  4.70153  1.21204  0.01
H  5.54215  0.59726  0.71946  0.09
H  0.63809  5.89273  -3.44218  0.10
H  -2.92696  2.54199  -2.76231  0.09
H  6.40379  -1.70065  0.96933  0.08
H  -2.38061  3.30894  -5.03035  0.10
H  3.63420  4.66370  3.15420  0.10
H  2.71087  3.21835  1.35517  0.10
H  -5.10303  -1.64625  -4.67660  0.11
H  2.54503  -4.25421  -3.24217  0.11
H  -5.41429  0.09382  -2.90659  0.10
H  0.74156  1.84129  1.77942  0.04
H  4.66663  0.54764  2.25630  0.06
H  5.66490  -1.72581  2.56651  0.06
H  3.40181  -0.80251  -0.98869  0.07
H  -3.77192  -1.45686  4.56149  0.08
H  -7.86276  4.27925  1.25647  0.10
H  5.15813  -0.92917  -1.03780  0.09
H  -0.02210  -2.42387  0.97878  0.05
H  2.92268  -6.16701  -0.31688  0.09
H  -5.34551  0.34987  2.13577  0.11
H  2.55584  4.64958  5.39417  0.09
H  2.98995  -0.88808  5.26852  0.08

Cartesian forces, eV/Å:
Tl 0.29 0.42 -0.44
Ge -0.48 0.57 -0.09
Cl 0.04 0.05 0.00
P 0.06 -0.20 0.22
O 0.20 0.05 0.12
O -0.38 0.14 -0.12
O 0.19 -0.74 -0.78
O -0.03 0.00 0.02
O 0.19 0.16 0.20
O 0.10 0.16 -0.09
O -0.14 0.29 0.56
O -0.04 -0.17 -0.10
O 0.05 0.12 0.32
N -0.03 -0.06 -0.01
N -0.05 -0.04 0.11
N -0.03 -0.05 0.06
N 0.19 0.14 0.01
C -0.02 0.00 -0.02
C -0.01 -0.02 0.03
C 0.16 -0.33 0.06
C 0.32 -0.28 -0.04
C -0.08 0.10 -0.02
C -0.03 -0.01 0.02
C -0.03 0.07 0.09
C -0.04 -0.06 0.20
C 0.02 0.02 -0.04
C 0.18 -0.04 -0.11
C 0.30 0.38 -0.04
C -0.01 -0.07 0.06
C 0.00 -0.07 0.01
C 0.29 -0.27 0.12
C -0.03 0.02 0.01
C -0.10 0.08 -0.07
C -0.02 -0.01 -0.04
C -0.01 0.02 -0.01
C -0.04 0.06 0.06
C -0.01 -0.03 0.09
C 0.02 0.00 -0.04
C 0.02 0.01 0.05
C -0.08 -0.24 -0.12
C 0.03 -0.01 0.06
C -0.23 -0.10 0.06
C 0.01 0.04 0.01
C -0.02 -0.02 -0.04
C 0.03 0.01 -0.02
C -0.08 0.04 -0.11
C 0.03 -0.01 -0.03
C 0.00 -0.04 -0.03
C -0.02 0.09 0.05
C -0.03 0.03 -0.03
C -0.02 0.01 -0.01
C -0.01 0.05 -0.01
C 0.00 0.12 -0.10
C 0.01 0.02 -0.04
C -0.01 0.03 0.01
C 0.04 0.00 -0.03
C 0.04 0.04 -0.02
C -0.01 0.05 -0.09
C -0.06 0.07 -0.12
C 0.08 -0.05 0.01
C -0.05 0.00 -0.02
C -0.04 -0.01 0.18
C 0.03 -0.03 0.00
C -0.34 -0.41 0.29
C 0.09 -0.02 0.06
C 0.03 -0.02 0.04
C -0.02 -0.05 -0.04
C 0.03 -0.06 0.04
C 0.00 0.07 0.01
C -0.22 -0.43 0.05
C -0.02 0.08 -0.04
C 0.01 -0.03 -0.03
C 0.01 0.06 -0.08
C 0.02 -0.01 -0.01
C -0.01 0.00 -0.02
C -0.05 0.00 -0.04
H -0.02 -0.04 0.02
H 0.01 0.02 0.00
H 0.00 0.00 0.03
H 0.02 -0.04 -0.02
H 0.01 0.01 -0.02
H -0.01 0.05 0.04
H 0.02 0.01 0.00
H -0.03 -0.02 -0.02
H 0.01 -0.02 -0.02
H 0.02 0.01 -0.03
H 0.00 0.05 -0.04
H 0.01 0.02 -0.03
H 0.01 -0.01 0.00
H -0.03 -0.03 -0.04
H 0.04 0.00 -0.02
H -0.01 -0.03 0.00
H 0.02 0.05 -0.01
H -0.01 0.00 0.04
H -0.09 -0.05 -0.17
H 0.02 0.00 0.01
H 0.03 0.00 0.06
H -0.01 0.01 0.01
H 0.03 -0.03 -0.05
H -0.01 0.01 0.01
H 0.03 0.01 0.00
H 0.01 0.01 0.00
H 0.01 0.00 0.00
H -0.02 0.03 0.01
H 0.05 -0.01 -0.06
H -0.07 0.03 0.01
H -0.03 -0.02 0.03
H -0.01 -0.02 0.02
H -0.01 -0.05 -0.01
H -0.02 -0.02 0.02
H -0.02 0.02 0.00
H -0.01 -0.02 0.01
H -0.02 -0.04 -0.10
H 0.01 0.00 0.01
H -0.01 0.03 0.01
H 0.02 -0.03 0.01
H -0.02 -0.01 -0.04
H 0.01 0.00 -0.01
H -0.01 -0.02 0.01
H 0.06 0.01 -0.01
H -0.12 0.44 0.24
H 0.02 -0.01 0.00
H -0.02 -0.02 0.03
H 0.02 0.00 -0.04
H 0.00 0.02 -0.01
H 0.01 0.00 -0.02
H -0.01 0.01 0.00
H -0.01 -0.01 -0.02

Results
multiplicity: 2
ΔE to the lowest compared entry with this formula, charge and spin: 39.9 kJ/mol
HOMO level (alpha / beta): -1.490 / -1.467 eV
HOMO-LUMO gap (alpha / beta): 5.1 / 4.5 eV
net charge: -2
lowest unoccupied orbital energy (alpha / beta): 0.1344 / 0.1099 hartree
E: -6226.79968 Ha

---

Question: Which of these has the lowest multiplicity?
Answer: C30H32BrGeN2OS3SeZn